# 1
{"formula": "C4H3F", "method": "ωB97M-V/def2-TZVPD", "e_tot_ev": -6908.486, "homo_energy_ev": -9.4, "largest_force_ev_per_a": 10.0, "gap_ev": 9.8, "de_lowest_kj_mol": 274.1, "charge": 0, "elements": ["F", "C", "C", "C", "C", "H", "H", "H"], "xyz": [[-1.31981, -0.98784, 0.02513], [1.07354, 0.04071, -0.11117], [-1.37020, 0.45041, 0.02750], [2.14670, -0.39790, -0.01009], [-0.06481, 0.96752, -0.10252], [0.08187, 1.95706, 0.39555], [-2.42071, 0.83479, 0.10980], [3.50566, -0.26565, 0.44617]], "forces_ev_per_a": [[-1.1, 2.5, -0.3], [-5.0, 3.4, -0.4], [3.5, -1.9, -0.5], [9.7, -0.8, 2.5], [-3.4, -1.4, 2.2], [0.1, -0.5, -1.4], [1.5, -0.2, 0.0], [-5.3, -1.1, -2.0]], "nbo_charge": [-0.363, -0.111, 0.259, -0.185, -0.350, 0.248, 0.213, 0.290]}


# 2
{"formula": "C17H26FNOS", "method": "ωB97M-V/def2-TZVPD", "e_tot_ev": -35141.404, "homo_energy_ev": -8.2, "largest_force_ev_per_a": 0.6, "gap_ev": 8.9, "de_lowest_kj_mol": 12.5, "charge": 0, "elements": ["S", "F", "O", "N", "C", "C", "C", "C", "C", "C", "C", "C", "C", "C", "C", "C", "C", "C", "C", "C", "C", "H", "H", "H", "H", "H", "H", "H", "H", "H", "H", "H", "H", "H", "H", "H", "H", "H", "H", "H", "H", "H", "H", "H", "H", "H", "H"], "xyz": [[-1.53668, -0.04276, 2.19473], [3.52958, -2.10369, -0.07912], [0.16362, -0.14625, -3.95875], [-0.50104, 1.70801, -0.96509], [2.31848, -2.48780, 0.39349], [-2.11544, 0.66194, 3.76358], [-2.51913, 2.06107, 0.59806], [0.45998, 2.31832, -0.06745], [1.09730, 0.47069, -3.10351], [-0.09441, -3.33474, 1.37364], [2.14101, 0.61886, -0.80950], [1.87016, 2.10758, -0.61126], [1.27238, -1.58412, -1.71202], [-2.81354, 0.64143, 1.07747], [1.18632, -2.27375, -0.38442], [-1.86075, 2.16186, -0.79478], [-0.30875, 0.27270, -1.01605], [1.05049, -3.51134, 2.13107], [2.27198, -3.09389, 1.63455], [-0.02143, -2.72985, 0.13218], [1.05118, -0.05417, -1.65201], [3.18601, -3.23068, 2.19123], [2.07680, 0.25374, -3.53672], [1.97910, 2.64296, -1.55446], [-0.71589, 0.13863, -3.69005], [-0.91859, -2.60897, -0.45623], [-3.46301, 2.60976, 0.53924], [3.11786, 0.47170, -1.27330], [-1.11442, -0.17059, -1.60914], [-2.88115, -0.05263, 0.24151], [-1.89077, 2.57354, 1.32863], [0.52696, -2.00368, -2.39067], [-3.09718, 0.26139, 4.00238], [-2.48429, 1.62219, -1.51479], [0.94050, 1.55425, -3.10178], [0.99692, -3.97988, 3.10175], [-0.33634, -0.17825, -0.01163], [2.15882, 0.14194, 0.17288], [-1.39848, 0.36420, 4.52123], [0.24204, 3.38756, -0.00031], [-3.74875, 0.60011, 1.63626], [2.25951, -1.75806, -2.14483], [-1.04854, -3.66755, 1.75205], [2.59427, 2.52019, 0.09365], [-1.87335, 3.22166, -1.07665], [-2.15076, 1.74530, 3.69100], [0.40144, 1.88107, 0.94394]], "forces_ev_per_a": [[-0.2, -0.1, 0.1], [-0.1, 0.0, 0.0], [-0.4, -0.2, -0.2], [-0.1, -0.1, 0.0], [-0.2, -0.1, 0.1], [0.0, -0.1, -0.5], [0.0, 0.0, -0.3], [0.3, 0.2, -0.1], [0.3, 0.3, 0.4], [-0.1, -0.1, 0.0], [-0.1, 0.2, -0.2], [-0.1, 0.0, 0.2], [0.0, 0.2, 0.0], [0.4, 0.0, 0.4], [0.3, -0.1, 0.0], [-0.2, 0.2, 0.2], [0.2, -0.1, -0.1], [0.0, 0.0, 0.0], [0.1, 0.1, -0.1], [0.1, -0.1, 0.1], [0.0, -0.2, -0.2], [0.1, 0.0, 0.0], [0.0, 0.0, 0.1], [0.0, 0.1, 0.0], [0.0, 0.0, -0.1], [-0.1, 0.0, -0.1], [0.0, 0.1, 0.0], [0.1, -0.1, 0.0], [-0.1, -0.1, 0.0], [-0.1, 0.0, 0.0], [-0.1, 0.1, 0.1], [0.1, 0.0, 0.0], [-0.1, 0.0, 0.1], [0.0, 0.0, 0.0], [0.1, -0.1, 0.0], [0.0, 0.0, 0.1], [0.0, 0.0, -0.2], [0.1, -0.1, 0.0], [0.0, 0.0, 0.1], [0.0, 0.0, 0.1], [-0.1, -0.1, -0.1], [0.0, 0.0, -0.1], [-0.1, 0.0, 0.0], [0.0, 0.0, 0.0], [-0.1, -0.1, 0.0], [0.0, 0.1, 0.1], [-0.1, 0.1, 0.0]], "nbo_charge": [0.173, -0.343, -0.718, -0.472, 0.454, -0.736, -0.446, -0.229, -0.065, -0.216, -0.414, -0.388, -0.427, -0.526, -0.113, -0.191, -0.246, -0.203, -0.300, -0.186, -0.045, 0.226, 0.177, 0.198, 0.462, 0.210, 0.210, 0.215, 0.188, 0.220, 0.209, 0.233, 0.211, 0.185, 0.180, 0.215, 0.203, 0.209, 0.232, 0.198, 0.219, 0.226, 0.216, 0.208, 0.197, 0.211, 0.177]}


# 3
{"formula": "C6H6O", "method": "ωB97M-V/def2-TZVPD", "e_tot_ev": -8361.998, "homo_energy_ev": -9.1, "largest_force_ev_per_a": 0.4, "gap_ev": 9.9, "de_lowest_kj_mol": 435.0, "charge": 0, "elements": ["O", "C", "C", "C", "C", "C", "C", "H", "H", "H", "H", "H", "H"], "xyz": [[0.14708, 0.27848, 2.24694], [-1.66509, 1.50964, -0.75984], [1.71027, 0.14437, 0.21677], [-1.15533, 0.42128, -0.83965], [-0.50758, -0.89612, -0.89967], [0.71602, -0.99897, 0.02714], [0.82739, -0.05240, 1.14223], [-0.24758, -1.12500, -1.94065], [2.50467, 0.70699, -0.25126], [-2.12844, 2.47224, -0.71976], [-0.02879, 1.22676, 2.21331], [1.06074, -2.03096, 0.14741], [-1.23336, -1.65633, -0.58297]], "forces_ev_per_a": [[0.1, 0.1, 0.0], [0.1, -0.3, -0.1], [-0.1, 0.1, 0.2], [-0.1, 0.3, 0.0], [0.0, 0.0, -0.1], [-0.1, -0.3, 0.0], [0.2, -0.1, -0.3], [0.0, 0.0, 0.1], [-0.2, 0.0, 0.1], [0.1, -0.2, 0.0], [0.1, 0.1, 0.2], [0.0, 0.2, 0.0], [0.1, 0.1, -0.1]], "nbo_charge": [-0.661, -0.285, -0.282, 0.026, -0.511, -0.242, 0.337, 0.233, 0.229, 0.238, 0.497, 0.183, 0.237]}


# 4
{"formula": "C29H53EuN11OPS", "method": "ωB97M-V/def2-TZVPD", "e_tot_ev": -88822.231, "homo_energy_ev": [-7.6, -8.6], "largest_force_ev_per_a": 2.4, "s2": 15.81, "gap_ev": [3.8, 6.5], "de_lowest_kj_mol": 0.0, "spin_multiplicity": 8, "charge": 1, "elements": ["Eu", "S", "P", "O", "N", "N", "N", "N", "N", "N", "N", "N", "N", "N", "N", "C", "C", "C", "C", "C", "C", "C", "C", "C", "C", "C", "C", "C", "C", "C", "C", "C", "C", "C", "C", "C", "C", "C", "C", "C", "C", "C", "C", "C", "H", "H", "H", "H", "H", "H", "H", "H", "H", "H", "H", "H", "H", "H", "H", "H", "H", "H", "H", "H", "H", "H", "H", "H", "H", "H", "H", "H", "H", "H", "H", "H", "H", "H", "H", "H", "H", "H", "H", "H", "H", "H", "H", "H", "H", "H", "H", "H", "H", "H", "H", "H", "H"], "xyz": [[-0.48833, 0.44562, 0.63308], [2.18412, -0.17366, 1.13076], [0.11502, 1.52465, -2.98152], [-0.27629, 1.46745, -1.52337], [-0.07786, -0.27610, 3.29952], [-2.54162, 2.09765, 0.09538], [0.95991, -2.44217, 0.01301], [-0.07963, 2.47806, 2.29014], [-1.22647, 1.68754, -3.91943], [3.56793, -2.50114, 2.28349], [0.94500, 0.17039, -3.39022], [-0.01685, -1.69724, -0.41376], [0.99194, 2.86620, -3.39332], [-2.86534, -0.41240, 1.63824], [2.60829, -2.85280, 1.44864], [6.03524, -5.29085, 4.16259], [-2.50464, 1.11428, -3.53990], [5.05209, -5.71992, 3.28088], [1.01560, -0.26151, -4.78138], [-2.80894, -2.42380, -2.71005], [2.44580, 2.86848, -3.27998], [4.37578, -3.45558, 2.89952], [5.35618, -3.01420, 3.78482], [-0.94704, -3.79848, -3.33351], [-0.97328, 4.04126, 0.52321], [-1.21711, 2.22383, -5.27383], [-3.03326, -1.40142, 2.72969], [-2.34441, -1.05208, 4.04118], [-2.25625, -3.37956, -3.54881], [-2.38774, 3.56798, 0.20368], [-2.05600, -1.89413, -1.67384], [-0.30419, 2.17152, 3.71503], [-3.83003, 1.58790, 0.59557], [1.99269, -0.39912, -2.54674], [-0.74205, -2.30528, -1.45635], [0.41296, 4.18302, -3.16012], [4.22045, -4.81402, 2.64439], [-0.84394, -1.29246, 4.03341], [-0.19154, -3.27156, -2.30198], [-3.65223, 0.80953, 1.88861], [-0.57571, 3.83607, 1.97955], [1.87682, -1.91293, 0.87166], [6.18233, -3.93253, 4.40958], [0.35988, 0.86974, 4.11198], [0.04806, -0.16853, -5.26544], [-2.49692, -1.16097, -1.00315], [3.74836, -1.51029, 2.43892], [-0.47785, -1.37292, 5.06387], [0.82031, -3.60519, -2.12202], [-4.54402, 2.40088, 0.75142], [-0.23835, 2.62213, -5.52163], [2.85098, 1.88450, -3.48448], [-0.93160, 5.11143, 0.31007], [-0.64671, -2.25565, 3.55407], [0.07212, 2.98018, 4.35394], [-2.78476, -1.69263, 4.80771], [0.77839, -0.72139, 2.97056], [5.47194, -1.95452, 3.97695], [1.28617, -1.31714, -4.79267], [0.93453, 2.47730, 2.14333], [-1.45413, 4.00835, 2.60833], [-2.80811, 0.33591, -4.24479], [-4.10567, -1.53807, 2.91497], [-2.64304, -2.35533, 2.36591], [1.44233, 0.97988, 3.99193], [-2.73112, 4.03970, -0.72252], [-2.84054, -3.80282, -4.35359], [1.76443, 0.29408, -5.35476], [-0.67194, 4.14009, -3.22752], [-3.30169, -0.86160, 0.83142], [6.94587, -3.58491, 5.09173], [-2.43462, 0.64889, -2.56044], [-1.38520, 2.11209, 3.87325], [-2.45318, 1.87613, -0.89228], [-4.27509, 0.92807, -0.15732], [4.93190, -6.77578, 3.08007], [0.16657, 4.58234, 2.28129], [-0.51215, -4.54956, -3.97945], [0.68964, 4.57142, -2.17452], [1.82419, -1.47098, -2.43215], [-0.25536, 3.56391, -0.15141], [-3.12962, 1.42970, 2.62155], [-4.63747, 0.55924, 2.30152], [2.86285, 3.56452, -4.00919], [-1.95333, 3.02787, -5.35800], [0.17304, 0.68724, 5.17466], [2.77188, 3.18066, -2.28198], [3.45580, -5.13984, 1.95419], [0.78004, 4.87957, -3.91557], [1.99026, 0.04716, -1.55164], [-3.27627, 1.89029, -3.52573], [6.68039, -6.00649, 4.65188], [-3.05500, 3.91709, 0.99590], [2.97848, -0.25445, -2.99732], [-3.83246, -2.10179, -2.85470], [-2.57041, -0.02609, 4.34506], [-1.47928, 1.45002, -5.99973]], "forces_ev_per_a": [[0.3, -0.8, -0.1], [-0.3, 0.5, -0.2], [0.2, -0.2, -0.5], [-0.1, -0.2, 0.7], [0.1, -0.1, -0.3], [0.2, -0.1, 0.0], [1.7, -0.7, 1.0], [0.2, -0.1, -0.2], [0.1, 0.1, 0.1], [0.3, 0.5, 0.3], [-0.1, 0.3, 0.0], [-1.7, 1.7, -0.2], [0.0, -0.1, 0.2], [0.0, 0.1, -0.2], [-0.4, 0.1, -0.3], [0.0, 0.0, 0.0], [0.0, -0.1, 0.0], [0.1, 0.0, 0.0], [0.0, -0.1, 0.0], [0.0, 0.1, 0.0], [0.0, 0.0, 0.0], [-0.1, 0.2, -0.1], [0.1, -0.1, 0.1], [0.0, 0.0, 0.0], [0.0, -0.1, 0.0], [0.0, 0.1, 0.0], [0.1, -0.1, 0.0], [0.0, 0.0, 0.0], [0.0, 0.0, -0.1], [0.0, 0.1, 0.0], [-0.1, 0.0, -0.2], [-0.1, -0.1, 0.1], [-0.1, -0.1, 0.0], [0.0, 0.0, 0.2], [0.2, 0.5, 0.4], [0.0, 0.0, 0.0], [0.0, -0.1, 0.0], [-0.1, -0.1, 0.0], [0.0, -0.1, 0.0], [-0.1, 0.0, -0.1], [-0.1, 0.1, 0.0], [-0.2, -1.1, -0.5], [0.0, 0.0, 0.0], [0.1, 0.1, 0.0], [-0.1, 0.0, 0.0], [-0.1, 0.0, 0.0], [0.0, -0.2, 0.0], [0.0, 0.0, 0.0], [0.0, 0.0, 0.0], [0.0, 0.0, 0.0], [0.0, 0.0, 0.0], [0.0, -0.1, 0.0], [0.0, 0.0, 0.0], [0.0, 0.0, 0.0], [0.0, 0.0, 0.0], [0.0, 0.0, 0.0], [-0.1, 0.0, 0.0], [0.0, 0.0, 0.0], [0.0, 0.0, 0.0], [-0.1, 0.0, 0.1], [0.0, 0.0, 0.0], [0.0, 0.0, 0.0], [0.0, 0.0, 0.0], [0.0, 0.0, 0.0], [0.0, 0.0, 0.0], [0.0, 0.0, 0.0], [0.0, 0.0, 0.0], [0.0, 0.0, 0.0], [0.0, 0.0, 0.0], [0.1, 0.0, 0.0], [0.0, 0.0, 0.0], [0.0, -0.1, 0.0], [0.0, 0.0, 0.0], [0.0, 0.0, 0.1], [0.0, 0.0, 0.0], [0.0, 0.0, 0.0], [0.0, -0.1, 0.0], [0.0, 0.0, 0.0], [0.0, 0.0, 0.0], [0.0, 0.0, 0.0], [0.0, 0.0, 0.0], [0.0, 0.0, 0.0], [0.0, 0.0, 0.0], [0.0, 0.0, 0.0], [0.0, 0.0, 0.0], [0.0, 0.0, 0.0], [0.0, 0.0, 0.0], [0.0, 0.0, 0.0], [0.0, 0.0, 0.0], [0.0, 0.0, -0.1], [0.0, 0.0, 0.0], [0.0, 0.0, 0.0], [0.0, 0.0, 0.0], [0.0, 0.0, 0.0], [0.0, 0.0, 0.0], [0.0, 0.0, 0.0], [0.0, 0.0, 0.0]], "lowdin_spin": [6.109, -0.043, 0.001, -0.004, -0.005, -0.007, 0.326, -0.009, 0.000, 0.129, 0.001, 0.145, 0.000, -0.003, 0.255, 0.024, 0.001, -0.002, 0.000, -0.002, 0.000, 0.001, 0.020, -0.001, 0.000, 0.000, 0.001, 0.000, 0.026, 0.000, 0.023, 0.000, 0.000, 0.002, 0.012, 0.000, 0.021, 0.000, 0.022, 0.001, 0.000, -0.052, -0.002, -0.001, 0.000, 0.003, 0.002, 0.000, 0.002, 0.000, 0.000, 0.000, 0.000, 0.000, 0.000, 0.000, -0.001, 0.001, 0.000, 0.001, 0.000, 0.000, 0.000, 0.000, 0.000, 0.000, 0.002, 0.000, 0.000, 0.001, -0.001, 0.000, 0.000, 0.000, 0.000, -0.001, 0.000, -0.001, 0.000, 0.001, 0.000, 0.000, 0.000, 0.000, 0.000, 0.000, 0.000, 0.002, 0.000, 0.000, 0.000, 0.001, 0.000, 0.000, -0.001, 0.000, 0.000]}